Molecular formula: C4H7N3
Method: DFT, ωB97M-V/def2-TZVPD

ΔE to the lowest compared entry with this formula, charge and spin = 82.3 kcal per mole
total energy = -320.752113 Ha
2S+1 = 1
structure (SMILES) = C1=NNC[C@H]2CN12
molar mass = 97.1 u
HOMO-LUMO gap = 9.7967 eV
charge = 0

Bonds (Å) are listed after each position.
Geometry (Å):
1 C -0.33711 1.06189 -0.42734  C4 1.470, H5 1.150, H6 1.223, N12 1.485
2 C -0.55007 -1.48344 -0.31953  H8 1.104, N13 1.226, N14 1.389
3 C 1.23628 -0.32899 0.79306  C4 1.350, H9 1.131, H10 1.062, N14 1.480
4 C 0.98062 0.42380 -0.29818  C1 1.470, C3 1.350, H11 1.037, N14 1.502
5 H -0.85828 0.83073 -1.42633  C1 1.150
6 H -0.23685 2.28093 -0.44341  C1 1.223
7 H -2.12628 0.96157 0.51215  N12 0.957
8 H -0.70094 -2.54657 -0.57687  C2 1.104
9 H 0.61874 -0.02762 1.69167  C3 1.131
10 H 2.25185 -0.50208 1.04890  C3 1.062
11 H 1.77553 0.82722 -0.82762  C4 1.037
12 N -1.31336 0.45677 0.51387  C1 1.485, H7 0.957, N13 1.409
13 N -1.51014 -0.89477 0.16619  C2 1.226, N12 1.409
14 N 0.77000 -1.05946 -0.40657  C2 1.389, C3 1.480, C4 1.502


Molecular formula: C4H7N3
Method: DFT, ωB97M-V/def2-TZVPD

ΔE to the lowest compared entry with this formula, charge and spin = 110.9 kcal per mole
⟨S²⟩ = 2.040
total energy = -320.537012 Ha
2S+1 = 3
molar mass = 97.1 u
HOMO-LUMO gap (alpha / beta) = 6.2725 / 5.9054 eV
charge = 0

Bonds (Å) are listed after each position.
Geometry (Å):
1 C -2.20985 -0.02607 -0.41591  C2 1.317, N5 1.347
2 C -1.18713 -0.07008 -1.24523  C1 1.317, N6 1.426, H9 1.008
3 C 0.06850 -0.13139 2.02185  N7 1.310, H10 1.108, H11 1.034
4 C 1.36205 0.02734 -0.45413  N6 1.485, H12 1.095, H13 1.070, H14 1.097
5 N -1.93485 -0.24018 0.88490  C1 1.347, N7 1.336
6 N -0.10773 -0.12772 -0.31457  C2 1.426, C4 1.485, N7 1.313
7 N -0.59859 -0.23687 0.89883  C3 1.310, N5 1.336, N6 1.313
8 H -4.21611 -0.25384 -1.27992  no bonds
9 H -1.17619 -0.16789 -2.24803  C2 1.008
10 H 1.17206 -0.22153 2.06497  C3 1.108
11 H -0.53302 -0.35702 2.83185  C3 1.034
12 H 1.70673 0.37037 -1.43554  C4 1.095
13 H 1.71232 0.70820 0.29360  C4 1.070
14 H 1.71319 -0.97401 -0.17599  C4 1.097